C14H17ClF6N6O8PtS4 | ωB97M-V with the def2-TZVPD basis set

Positions of all 57 atoms, in Å:
Pt: -0.17 -0.25 -0.99
Cl: -1.40 -1.13 1.99
S: -0.62 2.03 -1.03
S: -2.71 -2.01 -1.88
S: 1.86 0.28 0.00
S: -0.39 -3.47 -1.74
F: 0.69 -2.71 -4.00
F: -3.20 -1.60 -4.41
F: -4.61 -2.89 -3.40
F: 1.99 -3.84 -2.69
F: -4.64 -0.76 -3.03
F: 0.41 -4.85 -3.79
O: -0.72 -2.35 1.68
O: -2.80 -1.25 1.96
O: -1.03 -0.12 0.85
O: -0.39 -4.67 -0.99
O: 0.23 -2.33 -0.97
O: -2.11 -0.63 -1.82
O: -0.90 -0.50 3.15
O: -3.42 -2.40 -0.72
N: -1.92 2.63 1.28
N: -3.21 1.74 -0.25
N: -1.68 -3.03 -2.47
N: 3.76 -1.44 -0.71
N: 2.35 -2.19 0.96
N: 1.20 0.16 -3.72
C: 2.82 -5.83 1.31
C: 4.18 -5.91 1.56
C: 0.75 -3.75 -3.17
C: -3.25 2.59 1.92
C: 4.36 -3.52 1.43
C: 2.71 -1.29 0.08
C: -4.12 1.83 0.90
C: 4.95 -4.76 1.63
C: -0.74 3.02 2.03
C: -3.88 -1.81 -3.31
C: 0.68 0.00 -2.72
C: 3.00 -3.46 1.16
C: -1.99 2.11 0.08
C: 2.21 -4.60 1.11
H: 1.45 -2.07 1.41
H: -5.02 2.38 0.63
H: 6.00 -4.81 1.86
H: 4.31 -2.29 -0.67
H: -3.40 1.21 -1.09
H: 1.15 -4.53 0.91
H: -3.60 3.61 2.10
H: 4.94 -2.61 1.55
H: -1.00 3.85 2.68
H: -4.39 0.83 1.24
H: 0.05 3.34 1.35
H: 4.65 -6.87 1.72
H: 4.04 -0.70 -1.32
H: 1.63 0.33 -4.62
H: -0.39 2.18 2.63
H: -3.18 2.07 2.88
H: 2.22 -6.73 1.27

Computed properties:
Highest occupied orbital energy in eV: -14.6052
E in eV: -115505.775
Orbital gap in eV: 6.206
2S+1: 1
F_max in eV/Å: 0.39
Total charge: +2

***

C16H15AsCl5O8PtS | ωB97M-V with the def2-TZVPD basis set

Positions of all 47 atoms, in Å:
Pt: 0.07 0.05 -0.05
As: -0.60 -3.09 -0.74
Cl: 5.88 -0.09 0.08
Cl: 3.13 -0.94 1.09
Cl: 0.76 2.50 -2.29
Cl: 3.54 3.42 -3.18
Cl: 6.12 2.15 -2.06
S: -2.01 -0.10 -1.92
O: -1.63 1.05 -1.00
O: 0.52 -1.91 -0.07
O: -0.54 2.02 1.32
O: -2.77 0.29 -3.05
O: -0.23 -3.78 -2.14
O: -0.71 -0.77 -2.14
O: -0.45 -4.25 0.58
O: 0.36 -0.33 2.37
C: 0.14 2.03 2.57
C: -2.93 -1.22 -0.91
C: 3.19 0.26 -0.08
C: -4.49 -2.79 0.74
C: -0.12 0.70 3.23
C: 4.49 0.66 -0.55
C: -5.01 -1.62 0.22
C: 2.13 1.79 -1.55
C: -0.67 3.34 0.77
C: 3.42 2.23 -2.01
C: -4.23 -0.83 -0.60
C: 0.20 -1.63 2.95
C: 4.60 1.64 -1.50
C: -3.19 -3.17 0.43
C: -2.38 -2.40 -0.40
C: 1.98 0.82 -0.58
H: -1.20 0.57 3.39
H: -1.24 3.95 1.46
H: 0.39 0.64 4.19
H: -2.79 -4.09 0.84
H: -5.09 -3.42 1.38
H: 0.32 3.79 0.61
H: 0.51 -2.36 2.21
H: -0.18 -5.10 0.21
H: -4.63 0.08 -1.02
H: 0.81 -1.69 3.85
H: -6.03 -1.33 0.45
H: -0.24 2.84 3.19
H: -0.85 -1.79 3.21
H: -1.19 3.24 -0.17
H: 1.22 2.19 2.40

Computed properties:
Highest occupied orbital energy (spin up / spin down) in eV: -11.9588 / -12.3536
E in eV: -170734.467
Orbital gap (spin up / spin down) in eV: 8.034 / 4.843
2S+1: 5
F_max in eV/Å: 0.72
Total charge: +1

***

C4H5N4 | ωB97M-V with the def2-TZVPD basis set

Positions of all 13 atoms, in Å:
N: -4.12 -0.22 -0.70
N: 0.49 0.41 0.36
N: 1.68 -0.14 0.26
N: -3.07 -0.12 -0.40
C: 0.47 1.84 0.23
C: -0.34 -0.52 0.01
C: 0.14 -1.81 -0.14
C: 1.48 -1.50 0.10
H: -0.01 2.38 1.12
H: 2.35 -2.13 0.19
H: 1.48 2.24 0.02
H: -0.26 2.20 -0.56
H: -0.29 -2.63 -0.48

Computed properties:
Highest occupied orbital energy (spin up / spin down) in eV: -15.8985 / -15.8436
E in eV: -10177.017
Orbital gap (spin up / spin down) in eV: 8.580 / 7.086
2S+1: 1
F_max in eV/Å: 5.27
Total charge: +1